1.
{
  "formula": "C24H37FN2O2",
  "method": "ωB97M-V/def2-TZVPD",
  "smiles": "Cc1cc(C(=O)N(C)CCCCCCNC(=O)C[C@H]2CCCC[C@@H]2C)ccc1F",
  "total_charge": 0,
  "homo_lumo_gap_ev": 9.63,
  "lumo_energy_ev": 0.55,
  "symbols": ["C", "C", "C", "C", "C", "O", "N", "C", "C", "C", "C", "C", "C", "C", "N", "C", "O", "C", "C", "C", "C", "C", "C", "C", "C", "C", "C", "C", "F", "H", "H", "H", "H", "H", "H", "H", "H", "H", "H", "H", "H", "H", "H", "H", "H", "H", "H", "H", "H", "H", "H", "H", "H", "H", "H", "H", "H", "H", "H", "H", "H", "H", "H", "H", "H", "H"],
  "xyz": [[-6.96837, -1.18290, -2.59031], [-6.11647, -1.58337, -1.42083], [-5.92104, -0.76302, -0.31733], [-5.13891, -1.16400, 0.76091], [-4.99564, -0.31664, 1.99031], [-5.18977, -0.80056, 3.09386], [-4.69424, 1.00835, 1.83132], [-4.65341, 1.79983, 3.04963], [-3.92247, 1.53114, 0.70814], [-2.42554, 1.61629, 1.00184], [-1.81574, 0.26465, 1.34949], [-0.31478, 0.33233, 1.59711], [0.28280, -1.02524, 1.94115], [1.78736, -0.98213, 2.18258], [2.54315, -0.57266, 1.01040], [2.81091, -1.44235, 0.00251], [2.45638, -2.60806, 0.05073], [3.54035, -0.88944, -1.21013], [4.50334, 0.27774, -0.99521], [5.64554, -0.13577, -0.06194], [6.62643, 1.00175, 0.19352], [7.18955, 1.52784, -1.12120], [6.06425, 1.93951, -2.06249], [5.06426, 0.81075, -2.32486], [3.97521, 1.29674, -3.27680], [-4.54474, -2.41824, 0.75144], [-4.70256, -3.25129, -0.34452], [-5.47961, -2.81533, -1.39711], [-5.64075, -3.63084, -2.46180], [-6.38074, -1.14399, -3.50856], [-7.77132, -1.90214, -2.75478], [-7.41156, -0.20292, -2.42179], [-6.40394, 0.20772, -0.29341], [-5.51523, 1.56133, 3.66659], [-3.75553, 1.60061, 3.64186], [-4.67496, 2.85565, 2.77987], [-4.08045, 0.89019, -0.15544], [-4.31391, 2.52087, 0.45769], [-1.93239, 2.02848, 0.11586], [-2.24139, 2.32699, 1.81342], [-2.30605, -0.14367, 2.23997], [-2.01743, -0.44379, 0.53803], [0.17874, 0.73441, 0.70571], [-0.11293, 1.03961, 2.41102], [-0.19981, -1.42055, 2.84031], [0.08377, -1.73739, 1.13640], [2.02266, -0.28296, 2.98807], [2.14110, -1.96958, 2.47837], [2.83636, 0.38280, 0.92122], [4.07153, -1.73581, -1.65022], [2.75458, -0.61652, -1.91885], [3.96502, 1.12333, -0.53827], [5.24218, -0.51206, 0.88074], [6.17725, -0.97446, -0.52738], [6.11069, 1.81544, 0.71693], [7.43084, 0.66620, 0.85129], [7.86193, 2.37006, -0.94441], [7.78697, 0.74111, -1.59498], [5.52180, 2.78975, -1.62913], [6.47280, 2.28684, -3.01497], [5.60554, -0.01602, -2.80497], [3.33976, 2.03924, -2.78496], [4.42002, 1.77275, -4.15233], [3.33660, 0.49022, -3.63521], [-3.96498, -2.73778, 1.60717], [-4.24306, -4.22902, -0.39128]]
}

2.
{
  "formula": "C5H7N3",
  "method": "ωB97M-V/def2-TZVPD",
  "smiles": "[H]/N=C1C=C/C(=N\\[H])N\\1C",
  "total_charge": 0,
  "homo_lumo_gap_ev": 8.55,
  "lumo_energy_ev": -0.31,
  "symbols": ["H", "N", "C", "C", "C", "C", "N", "H", "N", "C", "H", "H", "H", "H", "H"],
  "xyz": [[3.04170, -0.42356, 0.04290], [2.31466, 0.32615, 0.10704], [1.15605, -0.23791, 0.05888], [0.70853, -1.68073, 0.04585], [-0.65193, -1.62303, -0.03604], [-1.14002, -0.27283, 0.02081], [-2.29304, 0.27883, 0.16639], [-3.03035, -0.41175, -0.04150], [0.00722, 0.55544, 0.13572], [0.00546, 1.94062, -0.06095], [1.23706, -2.69216, -0.03967], [-1.24521, -2.55671, -0.08292], [-0.96135, 2.17693, -0.49528], [0.12078, 2.35960, 0.92240], [0.73044, 2.26112, -0.74361]]
}

3.
{
  "formula": "C5H9NO",
  "method": "ωB97M-V/def2-TZVPD",
  "total_charge": 0,
  "homo_lumo_gap_ev": [6.99, 6.48],
  "lumo_energy_ev": [0.92, 0.77],
  "symbols": ["C", "C", "C", "C", "O", "C", "N", "H", "H", "H", "H", "H", "H", "H", "H", "H"],
  "xyz": [[-0.55138, -0.68728, 1.62140], [-0.22753, 0.23179, 0.48800], [-0.64210, -1.02476, -1.47046], [0.47381, 1.53716, 0.68982], [1.38531, 1.62568, -0.45443], [1.24221, 0.50769, -1.18119], [0.33469, -0.28511, -0.66913], [-0.70396, -1.72244, 1.28771], [-1.47188, -0.38516, 2.13483], [0.24773, -0.72772, 2.38645], [-1.26267, -0.25829, -1.94563], [-0.16372, -1.66910, -2.20347], [-1.29002, -1.59941, -0.80485], [-0.19783, 2.40971, 0.64831], [1.07872, 1.61054, 1.60771], [1.74861, 0.43670, -2.13508]]
}

Relative energy (zero: lowest compared OMol25 entry of this formula, charge and spin) in kcal/mol, matching the order above: 6.7 38.3 95.5